Here is a cluster of 5 separate species, C38H39F12O14P in total from the OMol25 dataset. Energies are from ωB97M-V/def2-TZVPD.

Results
* 2S+1: 1
* LUMO: -0.838 eV
* charge: 0
* frontier orbital gap: 8.1 eV

Atoms and positions in Å:
H 3.1871 -2.7548 1.3155
H 0.1149 -2.0456 3.0198
H -2.7200 4.8096 1.2462
C 0.2860 3.0354 -1.9429
H -6.6121 4.6086 -2.3406
O -0.1718 3.3984 -2.9960
H -2.8310 5.0423 3.6476
C 1.8374 1.3457 -0.9453
C 8.4096 -1.5696 -2.8439
F -5.0272 3.0073 1.7360
C 4.0346 -4.7236 -5.3837
C 6.3346 -2.9747 1.0051
O -6.9078 0.3897 5.7827
H 7.3664 -3.1788 1.2482
O 9.3810 -2.2317 -3.0580
H -0.7160 5.6866 -1.1145
H -6.1298 2.9296 -2.5015
C 0.8628 -1.3117 2.6763
H -7.3449 2.3751 6.2679
O -6.6722 3.5747 -0.5897
H 7.7051 -4.1148 -4.0583
H 2.4767 -1.9025 -1.1810
H -4.9453 2.9534 6.7703
H 6.7531 -1.6451 -5.5912
O -1.5446 5.1893 -1.0642
C 3.4265 -1.7197 -0.6470
H 0.9244 -6.6207 -2.9941
C -1.0555 0.5317 2.3558
F -8.9834 -1.6328 5.5960
H -0.9311 2.6207 4.2344
H -6.3037 2.1114 4.8806
C 2.8107 3.0789 -2.4092
H 0.0736 -3.9104 -4.1269
O 2.7167 -3.4967 -3.7685
C 1.1325 -5.5873 -3.2683
H 1.4512 -5.0710 -2.3621
C -6.5183 1.7707 5.8930
F -7.1367 3.3553 2.0317
F 8.3855 0.5892 -1.8429
F 5.0394 -5.4559 -4.8596
C 8.1893 -0.7180 -1.5915
O -3.5556 4.4121 3.4873
C -1.1037 1.7477 1.4234
H -0.3946 -5.4691 -4.7833
H -8.5192 2.2300 -2.0992
C -0.4055 1.8930 0.2123
O 2.2023 -5.6312 -4.2305
H 3.3767 -3.8437 -0.0970
O -1.8103 2.7919 4.6044
H 8.4367 -2.0715 -5.3469
C -8.2711 3.2506 -2.3934
F 9.0180 -1.0484 -0.5996
H -1.4525 0.7589 3.3569
H -0.9361 -4.9952 -3.1606
F 3.6243 -5.3715 -6.4812
O -6.4271 1.3444 -0.6411
H 6.9894 -4.1078 -5.6750
H -8.4177 3.3448 -3.4694
C -6.8454 3.5948 -2.0177
C -0.1060 -4.9540 -3.8657
O 0.6631 -0.4634 3.9646
O -7.9543 0.5149 7.7637
C 0.4844 0.2284 2.7443
H -8.9724 3.9112 -1.8811
H 1.2651 0.9590 2.4148
H 4.2944 -0.2138 0.7251
F -6.9671 -2.2641 6.0369
P -2.9583 2.8621 3.3660
C -2.0575 3.9760 0.9670
C -0.5216 3.0339 -0.6311
H -4.4758 1.2874 6.3772
C 7.4403 -2.1464 -4.9100
F 4.5662 -3.5658 -5.8027
C 2.9072 -4.5128 -4.3688
C 0.5583 0.7940 -0.2923
C -7.6235 -0.0976 6.7919
H 4.2141 -1.6280 -1.4204
C -8.0025 -1.5554 6.5104
H 4.9908 3.0026 -2.6589
C -5.2831 1.9169 6.7554
C -1.9452 2.8496 1.8021
C 3.3490 -0.4052 0.1705
H 2.6274 3.9584 -3.0379
C 4.2296 1.4324 -1.3557
F -6.3617 1.3560 2.1053
H 6.0408 -3.6339 -4.2643
C 7.0166 -3.5863 -4.7208
C -6.2529 2.5206 1.4660
H -1.4399 -0.3931 1.9052
C 4.1018 2.5530 -2.2008
F -8.4355 -2.1801 7.6068
C 1.7083 2.4851 -1.7897
O 0.3233 -0.3831 -0.1783
C 3.1251 0.8156 -0.7333
F 6.9410 -0.8448 -1.1224
C 3.7122 -2.8929 0.3551
C -6.4691 2.3779 -0.0436
H -5.4795 1.6031 7.7817
H 5.2600 1.0779 -1.1985
H 2.5571 -0.4216 0.9430
H 1.8645 -1.6496 2.9825
C -1.3745 4.0890 -0.2598
C 5.2113 -2.9491 0.5490
O 7.3722 -1.4320 -3.6639

=====

Here is the molecule C5H8O2S from the OMol25 dataset. Energies are from ωB97M-V/def2-TZVPD.

Results
* 2S+1: 1
* LUMO: 0.590 eV
* charge: 0
* frontier orbital gap: 9.8 eV

Atoms and positions in Å:
C 1.2299 0.5242 1.1054
O -1.0315 1.0028 0.3301
H 0.7867 0.2647 2.1279
S -3.6978 0.3203 -0.1615
H 1.3613 1.6533 1.0896
O -1.6431 -1.2857 -0.0767
H 1.3002 -0.1950 -1.8640
C 0.2314 0.1636 0.0248
H 2.2182 -0.0660 0.9348
H -0.1503 -1.5478 1.2974
C 0.6731 0.5604 -1.3225
H 0.2459 -2.0628 -0.2896
C -0.2792 -1.2504 0.2345
H 1.1449 1.4625 -1.3553
H -0.1683 0.5613 -2.1241
C -2.2213 -0.1054 0.0491

=====

Here is a structure of composition C32H55NP2ScSi from the OMol25 dataset. Energies are from ωB97M-V/def2-TZVPD.

Results
* 2S+1: 1
* LUMO: -3.863 eV
* charge: +1
* frontier orbital gap: 4.8 eV

Atoms and positions in Å:
C -4.8062 1.8255 1.5626
H -0.4404 0.1232 3.9944
H -4.9180 0.1530 0.2413
H 3.2333 1.3091 0.0771
C 0.2248 -1.1592 -5.1906
C -1.7633 0.6049 -5.4171
C 0.5648 1.1147 0.9945
H 0.4037 -2.1201 3.4479
C -1.7516 -2.8359 -0.6137
H 0.0106 3.3834 -4.5790
H 2.2539 1.7463 -1.3326
C 0.3335 -1.0871 1.5704
H -0.0449 3.0164 1.7989
H -4.0752 -0.9841 1.9236
H 1.4170 1.6848 -3.2374
H -2.5563 5.1231 -2.1763
C -4.5330 -1.7106 -1.3921
P 0.0978 -2.2241 -3.3367
H -2.8318 0.3730 -5.4714
C -0.9945 -0.7993 -3.4197
C -0.7253 -3.7021 -3.9820
C -2.6421 4.0744 -2.4640
H -4.1770 -2.6782 1.4202
H 2.0258 -0.7573 -3.9030
C -3.5168 -1.7948 1.4397
H 2.1277 -0.4783 -6.0306
H -3.2861 3.5479 -1.7318
C 0.8037 2.5536 1.2728
H -2.2570 4.1109 1.6939
H 0.0071 0.5096 -3.6625
H -0.9094 1.6619 3.2453
C -1.1985 -0.7307 -4.8965
H 2.6725 -2.5176 0.9320
C -4.2997 1.0055 0.5652
H 2.1614 -1.4916 -2.2922
H 0.6858 -0.1611 -6.9374
C 1.0815 -0.1278 -5.8900
H -0.2786 -4.6028 -3.5202
P -0.9905 3.3477 -2.4276
H -4.2664 -1.9838 -2.4218
C 1.0667 1.2624 -5.3196
H 0.1160 4.8190 -0.8963
H 1.2780 4.1364 -2.0591
N -2.3304 0.1584 -0.6637
H -2.6750 -2.0364 2.0985
C 0.0500 -2.2781 2.4158
H -5.1370 -2.5273 -0.9590
Sc -0.5971 0.8066 -1.8655
H -0.7181 -2.5136 -0.4073
C 2.0234 -2.2093 0.0932
H -1.9858 -3.6460 0.0981
H -4.5028 3.6458 2.7201
Si -2.9847 -1.4449 -0.3460
H 2.4146 -2.5280 -3.7801
C -2.9855 1.1909 0.0551
C -0.4520 2.5308 -3.9864
H 0.1316 5.4858 -2.5696
H 2.6893 -2.0122 -0.7367
C -4.0955 2.9652 1.9772
C 2.5108 0.9052 -0.6639
H -5.1684 -0.8172 -1.4489
C 0.2674 4.5783 -1.9601
C -0.0700 0.2273 1.8949
C -1.6985 1.9981 -4.7713
H -1.3398 2.5758 -0.0264
H 0.4953 1.9217 -5.9705
H 3.0646 0.1695 -1.2612
H 2.0312 1.7344 -5.4645
H -1.8231 -3.7172 -3.7711
H -0.5989 -3.7970 -5.0910
C 1.1939 -1.0434 0.4553
H 0.4134 -2.1836 -5.5740
C 1.3068 0.3346 0.0154
H 1.4070 -3.0799 -0.1716
C -2.3310 2.3910 0.4307
H 0.5602 -3.1739 2.0285
H -3.0467 4.0044 -3.4856
H -1.4724 0.6921 -6.4602
H -1.8010 -3.2502 -1.6320
H 1.6911 2.6984 1.9191
C 1.8562 -1.6887 -3.3226
H -2.5934 2.1648 -4.1600
C -0.8758 0.5798 3.0922
C 0.5427 1.4271 -3.8095
H -1.9326 -0.6489 -2.8694
H -5.7738 1.6088 2.0386
C -2.8482 3.2288 1.4017
H -1.0216 -2.5036 2.4756
H -1.8998 -1.5578 -5.1850
H 0.9785 3.1315 0.3589
H -1.8922 2.6791 -5.6171
H -1.9104 0.2163 3.0046